[1]
Below is a structure of composition C3H14NOSr in a non-equilibrium geometry, with properties calculated with ωB97M-V with the def2-TZVPD basis set.

Results
energy	-7707.9457	eV
gap between HOMO and LUMO	4.77	eV
net charge	-1

Each line ends with the natural charge from an NBO analysis.
CARTESIAN COORDINATES (ANGSTROEM)
C1 -1.72382 0.36626 -2.74597  -1.42
Sr1 0.26932 1.22530 -1.37854  1.58
N1 0.83100 -1.20761 -2.07281  -1.11
H1 -1.71691 1.71476 -0.17068  -0.80
H2 2.14183 2.46476 -0.30121  -0.84
H3 -2.34022 1.29557 -2.82828  0.19
H4 -2.39720 -0.49048 -2.65015  0.18
H5 -1.14904 0.29057 -3.69045  0.12
H6 0.27310 -1.82311 -1.48334  0.38
H7 1.80356 -1.50717 -1.97317  0.35
H8 0.56482 -1.38374 -3.04548  0.39
C2 0.58111 -0.08556 3.33500  -0.64
C3 -0.15434 -0.23473 2.03656  -0.07
O1 0.63490 0.19983 0.89375  -0.78
H9 1.48036 -0.70231 3.37978  0.19
H10 -0.05044 -0.40779 4.16378  0.21
H11 0.86577 0.94663 3.55161  0.22
H12 -0.41774 -1.26828 1.83432  0.15
H13 -1.06306 0.35061 1.97581  0.23
H14 1.56701 0.25647 1.16947  0.49

***

[2]
Below is the ion C4H4IN2 with charge +1 in a non-equilibrium geometry, with properties calculated with ωB97M-V with the def2-TZVPD basis set.

Results
energy	-15281.6877	eV
SMILES	I[C@@H]1C#C[NH+]=CN1
gap between HOMO and LUMO	8.25	eV
net charge	+1

Each line ends with the natural charge from an NBO analysis.
CARTESIAN COORDINATES (ANGSTROEM)
I1 1.48205 3.10589 -0.95864  0.24
C1 0.60337 1.79151 0.54627  -0.24
C2 1.71525 0.83156 1.14913  0.04
C3 1.78461 -0.39839 0.95205  0.15
N1 1.06228 -1.31435 0.15075  -0.54
C4 0.01819 -0.62831 -0.36191  0.40
N2 -0.19915 0.68016 -0.10600  -0.52
H1 0.19781 2.41578 1.43939  0.30
H2 1.25815 -2.33056 0.00448  0.48
H3 -0.63877 -1.22208 -0.95325  0.26
H4 -0.99101 1.03813 -0.51816  0.43

***

[3]
Below is the molecule C20H22N2O5 in a non-equilibrium geometry, with properties calculated with ωB97M-V with the def2-TZVPD basis set.

Results
energy	-34312.9357	eV
SMILES	COc1ccc(C2=NO[C@@H](COc3ccccc3NC(C)=O)C2)cc1OC
gap between HOMO and LUMO	8.06	eV

Each line ends with the natural charge from an NBO analysis.
CARTESIAN COORDINATES (ANGSTROEM)
C1 4.44855 2.07469 -2.44506  -0.25
O1 4.09755 1.45588 -1.23264  -0.48
C2 2.80362 1.50875 -0.82975  0.26
C3 1.78157 2.16510 -1.49892  -0.29
C4 0.49541 2.16830 -0.99314  -0.17
C5 0.20245 1.51001 0.19580  -0.11
C6 -1.15218 1.51985 0.69704  0.20
N1 -2.08870 2.17109 0.12430  -0.10
O2 -3.28918 1.96624 0.74389  -0.37
C7 -3.15258 0.97961 1.78253  0.04
C8 -3.93680 -0.29742 1.39841  -0.08
O3 -3.17921 -1.26647 0.70987  -0.55
C9 -2.60390 -0.91156 -0.50282  0.32
C10 -3.21419 -0.11841 -1.45635  -0.27
C11 -2.53526 0.20512 -2.61963  -0.21
C12 -1.25375 -0.26565 -2.83417  -0.21
C13 -0.64458 -1.08841 -1.90311  -0.22
C14 -1.31660 -1.42513 -0.73877  0.08
N2 -0.79191 -2.26784 0.24856  -0.62
C15 0.47370 -2.74297 0.39324  0.69
C16 0.60528 -3.65227 1.60351  -0.72
O4 1.40092 -2.47620 -0.33692  -0.61
C17 -1.64091 0.77147 1.92434  -0.50
C18 1.22498 0.83264 0.87070  -0.29
C19 2.51499 0.82796 0.37714  0.34
O5 3.58011 0.22756 0.96858  -0.49
C20 3.34328 -0.64455 2.04444  -0.25
H1 5.51427 1.88978 -2.57042  0.20
H2 4.27057 3.15494 -2.41369  0.17
H3 3.90446 1.64145 -3.29060  0.18
H4 1.97947 2.67975 -2.42538  0.22
H5 -0.29999 2.67652 -1.51202  0.23
H6 -3.61759 1.40393 2.67781  0.20
H7 -4.82271 0.00636 0.82983  0.19
H8 -4.26207 -0.80978 2.30767  0.20
H9 -4.20323 0.27629 -1.28646  0.22
H10 -3.01407 0.83822 -3.35015  0.22
H11 -0.72102 0.00283 -3.73311  0.22
H12 0.35380 -1.46021 -2.05880  0.26
H13 -1.48095 -2.53300 0.94105  0.42
H14 0.36772 -3.10884 2.51642  0.22
H15 -0.07662 -4.49497 1.51244  0.23
H16 1.62409 -4.02440 1.66387  0.24
H17 -1.36583 -0.28158 1.91081  0.23
H18 -1.24272 1.23100 2.83105  0.23
H19 1.00020 0.31621 1.79000  0.21
H20 4.31411 -1.06752 2.29778  0.20
H21 2.66181 -1.44845 1.75311  0.18
H22 2.94366 -0.11589 2.91771  0.17

***

Number 1: E_HOMO -2.0 eV. Number 2: E_HOMO -13.7 eV. Number 3: E_HOMO -7.6 eV.